Entry from the Open Molecules 2025 dataset: a structure of composition C6H11FO2S (ωB97M-V with the def2-TZVPD basis set).

CARTESIAN COORDINATES (ANGSTROEM)
F1 -0.991984 -0.623364 -1.494598
C1 -0.302134 1.455887 -0.165517
C2 0.205200 0.187142 0.329583
C3 0.740553 -1.935570 -0.511778
H1 -0.381389 3.518580 0.057937
H2 0.173800 1.518401 -1.080986
O1 2.008678 0.283949 -1.679289
C4 -0.506493 -1.064126 -0.224774
H3 1.240752 2.999782 0.479599
H4 -0.204543 2.655019 1.648901
H5 0.961387 -2.745935 0.057301
H6 0.786572 -2.224561 -1.530685
H7 0.163273 0.116841 1.412631
C5 0.137887 2.733357 0.581170
H8 -2.470366 -1.169625 0.153305
H9 -1.384409 1.379756 -0.262960
H10 -1.478603 -1.773802 1.533957
H11 -1.805412 -2.723788 0.144411
S1 1.815396 -0.411256 -0.438851
C6 -1.623233 -1.685371 0.499296
O2 2.915064 -0.491317 0.491355

Forces on the atoms, in the same order (eV/Å):
F -0.05 -0.88 0.28
C 0.07 1.49 1.14
C 0.43 -1.64 0.85
C -0.12 3.35 -2.32
H -0.28 0.63 0.23
H 0.08 0.46 -2.54
O -0.15 -0.59 -0.35
C 1.74 0.40 -1.45
H -1.32 -0.77 0.37
H 0.57 0.50 -0.87
H 0.80 -1.98 2.24
H -0.35 -0.51 -1.11
H 0.75 -0.09 0.32
C 0.27 -0.58 0.56
H -1.48 0.92 0.42
H 0.00 0.34 -0.12
H 0.01 0.38 1.51
H 0.34 0.50 0.03
S -1.00 0.35 2.50
C -0.12 -1.94 -1.42
O -0.21 -0.33 -0.29

Calculated values
ΔE to the lowest compared entry with this formula, charge and spin (kcal per mole): 0.0
Lowest unoccupied orbital energy (eV): 0.60
Total energy (Ha): -883.685636
Molecular weight (g mol⁻¹): 166.2

***

Entry from the Open Molecules 2025 dataset: the ion C6H11IN with charge +1 (ωB97M-V with the def2-TZVPD basis set).

CARTESIAN COORDINATES (ANGSTROEM)
H1 4.037539 0.046631 0.977894
N1 -5.239612 0.721131 -0.467607
C1 0.049185 -0.671863 -0.483682
H2 -5.047204 0.747340 -1.450418
C2 3.117226 -0.387457 0.721392
H3 3.334380 -1.434486 0.305554
H4 -0.311379 -1.662038 -0.966277
H5 -5.555712 1.577530 -0.171913
C3 2.578765 1.725494 -0.568882
H6 1.897424 2.236433 -1.418604
C4 -0.842534 0.090789 0.356765
I1 -2.947619 -0.196492 0.422732
H7 2.705996 -0.608809 1.740673
C5 1.360121 -0.514841 -0.589294
H8 -5.854066 -0.013395 -0.129176
H9 1.997643 -1.315452 -0.994282
H10 3.450457 2.226627 -0.118933
H11 -0.577435 0.947715 0.929408
C6 2.299530 0.485608 -0.173990

Forces on the atoms, in the same order (eV/Å):
H 1.53 0.71 0.02
N 0.67 -2.34 0.07
C -3.85 -1.64 0.48
H -0.43 -0.38 -0.41
C 0.74 -1.84 1.77
H -0.18 1.62 0.38
H 0.06 1.93 1.01
H -0.89 2.41 0.90
C -1.70 0.82 -1.56
H 1.87 -1.07 2.27
C -0.81 -2.20 -1.55
I 2.54 0.63 -0.11
H -0.38 0.32 -0.94
C 1.92 0.77 -1.54
H -0.18 0.18 -0.74
H -1.14 -0.07 -0.33
H -0.58 -0.05 -0.57
H 0.69 0.53 0.28
C 0.10 -0.35 0.57

Calculated values
ΔE to the lowest compared entry with this formula, charge and spin (kcal per mole): 77.0
Lowest unoccupied orbital energy (alpha / beta) (eV): -5.97 / -5.97
Total energy (Ha): -587.270717
Molecular weight (g mol⁻¹): 224.1
Net charge: +1

***

Q: total energy of number 2 (C6H11IN)?
A: -587.270717 Ha